The following is a quantum chemistry calculation of a 9-piece molecular cluster, C30H85N7O9 overall, from the OMol25 dataset.

Computed properties:
E_tot ... -2253.8483 Eh
Energy above the lowest of the compared OMol25 structures with the same formula, charge and spin ... 0.000 eV
LUMO level (alpha / beta) ... -2.12 / -8.05 eV
Maximum force ... 3.426 eV/A

```
! wB97M-V def2-TZVPD RIJCOSX def2/J DEFGRID3
* xyz 1 2
C -3.76 1.74 2.57
C -3.33 3.02 3.27
C -1.85 3.24 3.51
O -1.28 2.27 4.37
C 0.16 2.16 4.26
N -3.85 4.14 2.45
H -3.63 0.91 3.27
H -3.11 1.51 1.72
H -4.73 1.62 2.10
H -3.86 3.07 4.22
H -1.81 4.29 3.79
H -1.33 3.53 2.59
H 0.49 1.42 4.99
H 0.67 3.08 4.55
H 0.40 1.85 3.25
H -3.84 4.94 3.07
H -4.82 3.95 2.26
C -2.74 -1.51 -4.61
C -3.41 -0.62 -3.61
C -4.49 0.30 -4.20
O -5.67 -0.43 -4.46
C -6.63 0.23 -5.33
N -4.05 -1.63 -2.81
H -1.79 -1.88 -4.23
H -2.52 -0.95 -5.52
H -3.35 -2.33 -5.00
H -2.66 -0.17 -2.96
H -4.19 0.80 -5.13
H -4.70 1.20 -3.62
H -7.49 -0.44 -5.37
H -6.20 0.55 -6.28
H -7.01 1.13 -4.85
H -4.80 -1.25 -2.25
H -4.65 -2.06 -3.50
C 0.07 0.17 -1.89
C 0.07 0.54 -0.37
C 1.14 -0.19 0.45
O 0.96 -1.58 0.61
C -0.13 -2.02 1.46
N 0.32 1.99 -0.38
H -0.62 0.84 -2.38
H -0.20 -0.87 -2.08
H 1.05 0.23 -2.37
H -0.95 0.42 -0.01
H 1.30 0.23 1.44
H 2.04 -0.02 -0.15
H 0.00 -1.62 2.47
H -0.39 -3.06 1.63
H -1.04 -1.51 1.15
H -0.59 2.42 -0.30
H 0.67 2.16 0.54
C -3.77 2.40 -1.01
C -2.81 3.65 -1.12
C -3.55 4.97 -1.31
O -2.53 5.95 -1.28
C -2.95 7.33 -1.55
N -2.10 3.63 0.13
H -4.55 2.41 -1.77
H -4.38 2.45 -0.10
H -3.20 1.47 -1.03
H -2.14 3.60 -1.98
H -4.23 5.18 -0.48
H -4.11 4.92 -2.24
H -2.13 8.02 -1.77
H -3.40 7.85 -0.70
H -3.70 7.34 -2.34
H -2.75 3.63 0.90
H -1.64 4.53 0.10
C -2.24 -4.74 -3.01
C -1.70 -4.49 -1.66
C -0.34 -5.13 -1.45
O -0.44 -6.54 -1.63
C 0.58 -7.30 -1.11
N -1.59 -3.02 -1.52
H -1.49 -4.58 -3.78
H -3.12 -4.14 -3.24
H -2.52 -5.79 -2.98
H -2.40 -4.77 -0.87
H -0.03 -4.92 -0.43
H 0.37 -4.80 -2.21
H 0.45 -8.34 -1.39
H 0.61 -7.21 -0.02
H 1.54 -6.91 -1.46
H -0.97 -2.70 -2.25
H -2.44 -2.59 -1.84
C 3.58 5.58 1.21
C 5.01 5.20 0.96
C 5.10 4.03 -0.05
O 4.44 2.93 0.57
C 4.38 1.73 -0.14
N 5.71 6.34 0.42
H 3.08 5.96 0.33
H 3.56 6.41 1.93
H 2.92 4.79 1.55
H 5.41 4.88 1.92
H 6.15 3.84 -0.29
H 4.51 4.37 -0.90
H 3.86 1.03 0.51
H 5.39 1.33 -0.25
H 3.77 1.88 -1.02
H 5.58 7.12 1.06
H 6.72 6.27 0.41
C 5.98 -7.57 4.03
C 5.25 -6.31 3.73
C 4.70 -6.23 2.28
O 3.97 -5.06 2.17
C 3.40 -4.70 0.93
N 4.08 -6.28 4.69
H 6.16 -7.67 5.10
H 6.99 -7.73 3.66
H 5.42 -8.45 3.72
H 5.89 -5.43 3.88
H 3.93 -6.99 2.13
H 5.52 -6.26 1.55
H 3.03 -3.68 0.99
H 2.50 -5.31 0.83
H 4.06 -4.83 0.07
H 3.56 -5.47 4.38
H 3.50 -7.03 4.34
C 2.02 3.93 -2.51
O 1.51 2.71 -2.96
H 2.94 4.23 -3.00
H 1.23 4.66 -2.69
H 2.11 3.96 -1.42
H 1.09 2.33 -2.18
C 2.39 -2.70 4.27
O 2.00 -4.00 3.85
H 1.56 -2.12 3.88
H 2.33 -2.50 5.34
H 3.22 -2.13 3.86
H 2.30 -4.20 2.96
*
```

Atomic partial charges in e from the Mulliken method, atoms 1 to 2: C -1.13; C 0.35

=====

The following is a quantum chemistry calculation of C30H86AsB2F14N7O13 as an isolated structure, from the OMol25 dataset.

Computed properties:
E_tot ... -6239.7440 Eh
LUMO level ... -4.03 eV
Maximum force ... 2.691 eV/A

```
! wB97M-V def2-TZVPD RIJCOSX def2/J DEFGRID3
* xyz 2 1
C 13.25 20.92 9.15
C 11.77 21.36 8.92
C 11.56 21.98 7.56
O 10.23 22.47 7.48
C 9.81 23.01 6.25
N 10.82 20.11 9.06
H 9.92 20.41 8.73
H 11.07 19.19 8.56
H 10.78 19.79 10.03
H 13.43 20.10 8.44
H 13.38 20.61 10.20
H 13.99 21.69 9.05
H 11.45 22.11 9.63
H 11.72 21.23 6.78
H 12.22 22.87 7.44
H 10.11 22.42 5.41
H 10.25 23.97 6.02
H 8.74 23.07 6.25
C 17.56 21.07 15.08
C 16.28 21.85 14.89
C 16.48 23.01 13.95
O 15.28 23.83 13.89
C 15.59 24.90 12.97
N 15.08 21.04 14.35
H 14.71 20.42 15.10
H 14.38 21.78 14.24
H 15.28 20.61 13.44
H 17.77 20.61 14.10
H 17.42 20.32 15.90
H 18.40 21.78 15.29
H 15.96 22.07 15.90
H 16.74 22.67 12.98
H 17.38 23.52 14.34
H 14.71 25.51 12.84
H 16.01 24.44 12.06
H 16.37 25.53 13.42
C 10.37 9.12 17.21
C 9.52 10.38 17.38
C 10.35 11.45 18.15
O 11.49 11.77 17.39
C 12.23 12.89 17.90
N 9.10 10.96 16.10
H 9.37 10.38 15.29
H 8.14 11.23 16.03
H 9.67 11.79 15.91
H 9.94 8.31 16.63
H 10.55 8.74 18.19
H 11.31 9.34 16.75
H 8.65 10.25 18.10
H 10.60 11.04 19.12
H 9.61 12.30 18.30
H 11.93 13.80 17.37
H 13.31 12.79 17.73
H 12.03 13.02 18.94
C 16.93 15.51 14.58
C 17.51 14.30 13.83
C 17.92 14.50 12.35
O 19.23 14.95 12.23
C 19.45 15.92 11.18
N 18.69 13.78 14.61
H 18.87 12.78 14.39
H 19.49 14.40 14.33
H 18.56 13.92 15.61
H 15.93 15.63 14.17
H 17.43 16.48 14.31
H 16.83 15.47 15.67
H 16.73 13.52 13.83
H 17.23 15.19 11.88
H 17.81 13.56 11.85
H 18.93 16.87 11.37
H 19.17 15.41 10.25
H 20.53 16.13 11.06
C 9.84 13.99 5.10
C 10.19 13.58 6.49
C 8.93 13.23 7.32
O 9.41 12.43 8.35
C 9.04 12.48 9.67
N 11.09 12.36 6.40
H 10.86 11.71 5.66
H 12.07 12.60 6.28
H 10.88 11.94 7.34
H 9.36 13.17 4.56
H 10.67 14.45 4.54
H 9.13 14.79 5.14
H 10.77 14.28 7.08
H 8.19 12.69 6.72
H 8.62 14.19 7.73
H 9.05 13.47 10.17
H 9.76 11.82 10.20
H 8.01 12.19 9.81
C 8.47 19.54 16.09
C 9.29 18.89 17.16
C 9.19 17.37 17.14
O 10.04 16.71 18.02
C 9.62 16.87 19.35
N 10.74 19.33 17.05
H 10.98 20.25 17.38
H 11.31 18.65 17.54
H 11.03 19.21 16.09
H 9.01 20.47 15.88
H 7.49 19.80 16.51
H 8.34 19.05 15.15
H 9.00 19.28 18.17
H 9.40 16.96 16.12
H 8.14 17.15 17.33
H 10.31 16.29 19.98
H 8.66 16.40 19.60
H 9.56 17.92 19.73
C 14.36 16.92 10.20
C 13.27 16.99 11.26
C 12.69 15.63 11.42
O 13.62 14.79 12.14
C 13.06 13.63 12.71
N 13.68 17.64 12.57
H 12.75 17.92 13.04
H 14.09 16.97 13.27
H 14.40 18.39 12.41
H 14.94 16.00 10.19
H 15.14 17.64 10.35
H 13.96 17.07 9.19
H 12.54 17.66 10.83
H 12.52 15.28 10.39
H 11.75 15.59 11.99
H 12.13 13.91 13.19
H 13.80 13.31 13.46
H 12.85 12.81 11.98
B 17.09 19.32 11.73
F 17.38 18.84 10.45
F 15.69 19.36 12.01
F 17.63 18.52 12.73
F 17.48 20.61 11.89
B 13.74 18.98 16.62
F 13.12 20.16 15.99
F 13.29 17.85 15.87
F 15.14 19.16 16.58
F 13.32 18.88 17.96
As 8.30 13.99 14.75
F 9.39 12.62 14.27
F 9.57 15.07 14.45
F 7.21 15.12 15.35
F 6.96 12.83 15.19
F 8.97 13.76 16.40
F 7.67 14.12 13.09
O 9.20 18.82 13.16
C 10.40 18.37 12.64
O 11.20 17.92 13.49
O 10.63 18.51 11.39
H 8.69 19.10 12.40
O 10.45 16.19 9.21
C 11.57 16.63 8.40
O 12.06 15.78 7.69
O 11.80 17.87 8.46
H 10.14 16.97 9.77
*
```

Atomic partial charges in e from the Mulliken method, atoms 1 to 2: C -1.08; C 0.34

=====

The following is a quantum chemistry calculation of C30H86CsF3HgN4O11 as an isolated structure, from the OMol25 dataset.

Computed properties:
E_tot ... -2714.3748 Eh
LUMO level ... 0.01 eV
Maximum force ... 3.852 eV/A

```
! wB97M-V def2-TZVPD RIJCOSX def2/J DEFGRID3
* xyz 0 1
Hg -1.59 0.16 -0.42
Cs -0.61 2.95 2.02
F -1.75 2.19 -0.71
F -1.93 0.53 1.80
F 0.93 0.58 -0.34
C -3.33 0.31 -4.35
C -1.81 0.41 -4.49
O -1.12 -0.42 -3.53
H -3.62 -0.75 -4.53
H -3.83 0.94 -5.08
H -3.64 0.60 -3.33
H -1.50 1.46 -4.27
H -1.40 0.16 -5.47
H -0.29 0.05 -3.25
C 4.71 -1.55 -1.51
C 3.90 -1.75 -0.26
O 2.47 -1.75 -0.30
H 4.66 -2.46 -2.11
H 5.78 -1.46 -1.22
H 4.37 -0.71 -2.12
H 4.17 -0.92 0.44
H 4.17 -2.72 0.19
H 2.19 -0.86 -0.60
C 2.70 2.12 -4.28
C 2.23 2.05 -2.86
O 1.26 1.03 -2.79
H 3.45 2.95 -4.34
H 1.91 2.32 -5.03
H 3.18 1.17 -4.52
H 1.75 3.01 -2.55
H 3.10 2.08 -2.20
H 1.03 0.76 -1.88
C -4.40 -2.84 4.33
C -3.23 -1.97 3.95
O -3.17 -1.69 2.56
H -4.60 -3.62 3.57
H -5.37 -2.30 4.40
H -4.20 -3.44 5.21
H -2.30 -2.43 4.26
H -3.29 -1.04 4.58
H -2.83 -0.81 2.44
C 0.34 -3.09 -4.80
C 1.19 -2.56 -3.70
O 0.59 -2.88 -2.41
H -0.50 -2.44 -5.09
H 0.07 -4.12 -4.56
H 0.87 -3.23 -5.69
H 1.29 -1.48 -3.78
H 2.26 -2.91 -3.80
H 1.30 -2.62 -1.80
C 3.39 1.33 2.08
C 3.49 2.49 1.12
O 2.24 2.86 0.64
H 4.24 1.09 2.64
H 3.11 0.45 1.55
H 2.63 1.41 2.81
H 4.07 2.16 0.22
H 3.94 3.40 1.45
H 1.91 2.25 -0.09
C 0.50 5.31 -3.76
C -0.62 4.47 -3.19
O -0.47 4.44 -1.75
H 0.16 5.92 -4.62
H 1.24 4.58 -4.06
H 0.87 6.05 -3.07
H -0.63 3.43 -3.59
H -1.65 4.91 -3.35
H -1.08 3.69 -1.46
C 1.37 7.73 -0.19
C 0.65 7.16 0.98
C -0.85 7.03 0.69
O -1.32 8.33 0.36
C -1.60 9.16 1.46
N 1.15 5.83 1.45
H 1.84 8.72 0.04
H 0.66 7.77 -1.05
H 2.23 7.04 -0.34
H 0.78 7.73 1.93
H -1.42 6.61 1.53
H -1.04 6.38 -0.16
H -1.03 8.95 2.34
H -2.67 9.12 1.65
H -1.31 10.13 1.04
H 1.36 5.24 0.64
H 2.02 5.92 1.95
C -1.59 -5.38 1.84
C -0.13 -4.95 1.69
C 0.48 -5.84 0.53
O 0.16 -7.20 0.80
C 0.64 -8.13 -0.14
N -0.09 -3.50 1.32
H -2.03 -5.46 0.88
H -2.18 -4.61 2.42
H -1.58 -6.32 2.37
H 0.45 -5.11 2.59
H 1.54 -5.85 0.42
H 0.00 -5.43 -0.42
H 0.24 -9.13 0.09
H 1.73 -8.15 -0.04
H 0.33 -7.86 -1.20
H -0.47 -3.02 2.12
H 0.83 -3.18 1.10
C 0.05 -0.72 5.23
C 0.99 -0.72 4.03
C 2.19 -1.72 4.22
O 2.99 -1.25 5.33
C 4.10 -2.08 5.60
N 0.27 -1.13 2.80
H -0.79 -0.03 5.28
H 0.63 -0.47 6.15
H -0.40 -1.71 5.29
H 1.44 0.25 4.01
H 2.82 -1.68 3.29
H 1.89 -2.76 4.31
H 4.76 -1.58 6.33
H 4.76 -2.26 4.70
H 3.82 -3.07 5.97
H -0.55 -0.52 2.66
H 0.80 -1.01 1.93
C -2.96 -3.79 -1.95
C -2.95 -2.32 -1.68
C -4.11 -1.89 -0.73
O -4.24 -0.53 -0.72
C -5.45 -0.22 -0.12
N -1.68 -1.95 -0.95
H -3.54 -4.07 -2.81
H -3.44 -4.30 -1.11
H -1.94 -4.20 -2.10
H -2.96 -1.67 -2.57
H -3.94 -2.34 0.27
H -5.04 -2.27 -1.19
H -5.41 -0.63 0.91
H -6.29 -0.56 -0.64
H -5.50 0.89 -0.03
H -0.90 -2.09 -1.55
H -1.49 -2.55 -0.18
*
```

Atomic partial charges in e from the Mulliken method, atoms 1 to 2: Hg 2.26; Cs 1.26